Record 1
17
Properties=species:S:1:pos:R:3:forces:R:3:mulliken_charge:R:1 method="wB97M-V/def2-TZVPD" smiles="C#CCC(=O)CC.[H][H]" molar_mass_g_mol=98.1 multiplicity=1 total_charge=0
C -0.535415 1.044335 2.152519 0.0 0.1 0.1 -1.200
C -0.839083 0.586383 0.737845 0.0 -0.1 0.0 -0.375
C 0.395409 0.255414 -0.068808 0.4 0.1 0.1 0.515
C 0.184130 -0.636061 -1.293816 0.0 -0.1 -0.2 -0.548
O 1.499512 0.671684 0.205322 -0.6 -0.2 -0.1 -0.535
C -0.151118 -2.003458 -0.894265 -0.1 -0.5 0.3 -0.553
C -0.400042 -3.118719 -0.515123 0.1 0.4 -0.2 0.111
H -1.450715 1.330082 2.675413 0.1 0.0 -0.1 0.362
H 0.137266 1.900910 2.148100 0.0 0.0 0.0 0.290
H -0.053620 0.245973 2.721522 0.0 0.1 0.0 0.317
H -1.365965 1.365237 0.173042 0.0 0.0 0.0 0.301
H -1.507370 -0.278055 0.733394 0.0 0.0 0.0 0.365
H 1.096794 -0.626024 -1.894872 -0.1 0.0 0.1 0.280
H -0.625946 -0.230813 -1.909282 0.0 0.0 0.1 0.284
H 2.098270 1.929416 -2.739350 0.0 0.0 0.0 0.232
H 2.134444 1.676878 -2.040268 0.0 0.0 0.0 -0.251
H -0.616550 -4.113181 -0.191373 0.0 0.2 -0.1 0.404


Record 2
17
Properties=species:S:1:pos:R:3:forces:R:3:mulliken_charge:R:1 method="wB97M-V/def2-TZVPD" molar_mass_g_mol=98.1 multiplicity=1 total_charge=0
O 3.552319 1.002737 0.194041 0.6 -0.5 0.6 -0.565
C 2.629803 0.213039 0.199953 -0.5 1.8 -4.3 -0.077
C 1.183006 0.615376 0.240943 1.5 -2.0 1.2 -0.450
C 0.159766 -0.495381 -0.139283 2.7 1.2 0.6 -0.144
C -1.227593 -0.075394 0.168469 -1.5 -2.4 0.0 -0.578
C -3.752953 -0.535667 -0.144662 3.0 3.7 -3.9 -1.138
C -2.257123 -0.663358 -0.489077 0.0 -0.2 1.3 -0.160
H 2.694951 -0.858680 -0.053647 0.5 -0.3 0.7 0.346
H 0.861766 1.649477 0.275402 0.4 0.0 0.1 0.449
H 1.773137 0.278828 1.223812 -2.7 0.7 1.8 0.137
H 0.507703 -0.717043 -1.156380 -1.3 0.0 -0.3 0.359
H 0.517469 -1.370775 0.418195 -0.6 -0.1 0.1 0.242
H -3.265608 0.420874 -0.925561 -2.1 -1.4 1.1 0.253
H -1.520594 0.142795 1.200752 0.7 0.8 -0.2 0.223
H -4.378167 -0.909893 -0.942163 -0.6 -0.5 0.6 0.357
H -4.116014 0.239018 0.525288 -0.1 -0.8 0.7 0.368
H -2.061854 -1.253162 -1.379568 -0.1 0.1 -0.1 0.377


Record 3
17
Properties=species:S:1:pos:R:3:forces:R:3:mulliken_charge:R:1 method="wB97M-V/def2-TZVPD" molar_mass_g_mol=98.1 multiplicity=1 total_charge=0
C 0.205316 -1.732740 -1.364790 0.5 0.5 0.0 -1.308
C 0.220947 -0.544945 -0.365205 -0.3 2.1 -1.2 0.655
C -0.909901 -0.649035 0.701837 0.3 0.3 0.3 -0.918
C -0.945863 0.839210 0.448063 -0.7 0.4 0.0 0.032
C 0.312110 1.454430 1.109504 0.1 -0.2 -0.3 -0.655
C 1.265906 0.940533 0.033197 0.8 -1.6 0.7 -0.558
O -0.551081 0.600870 -0.923968 -2.8 -0.6 -0.8 -0.494
H 0.922356 -1.599735 -2.171815 0.1 0.0 -0.1 0.340
H -0.804736 -1.763100 -1.820628 0.5 0.3 0.3 0.309
H 0.362365 -2.737503 -0.936295 0.2 0.6 0.3 0.308
H -0.787381 -1.038858 1.714957 0.3 0.1 -0.1 0.324
H -1.809668 -1.100328 0.243362 0.7 0.0 0.0 0.281
H -1.868203 1.405101 0.469185 -0.1 0.1 0.4 0.500
H 0.561408 1.037849 2.092060 -0.4 0.0 -0.1 0.267
H 0.216740 2.544585 1.219016 0.3 -0.3 -0.3 0.290
H 1.375548 1.765259 -0.728105 -0.4 -1.8 0.0 0.213
H 2.234140 0.578407 0.279625 0.9 0.1 0.9 0.413


Record 4
17
Properties=species:S:1:pos:R:3:forces:R:3:mulliken_charge:R:1 method="wB97M-V/def2-TZVPD" molar_mass_g_mol=98.1 multiplicity=1 total_charge=0
C 2.053133 0.589274 -0.059129 1.1 -1.9 -1.1 -1.055
C 0.806787 -0.233721 -0.194723 -0.7 -2.5 -1.1 0.374
C -0.010872 -0.735812 0.989112 -0.4 -0.3 0.1 -0.881
C -1.243803 -0.376812 0.157593 -0.1 0.1 0.1 0.549
O -2.350358 -1.191281 0.044387 -0.4 0.0 0.1 -0.511
C -1.261523 1.087582 -0.164673 -0.1 0.2 0.1 -0.894
C -0.402851 0.159889 -0.973749 -0.3 0.0 -0.3 -0.515
H 2.575825 0.640702 0.902049 -0.5 -0.1 -0.3 0.281
H 2.252042 1.407711 -0.759381 -0.4 -0.3 0.3 0.271
H 2.137805 -0.495719 -0.568983 3.9 2.7 0.5 0.321
H 1.136763 -1.402227 -0.827595 -1.6 2.3 1.4 0.156
H 0.118050 -0.241844 1.960183 0.0 0.0 -0.3 0.356
H 0.138700 -1.809006 1.078389 -0.2 0.0 0.3 0.271
H -2.995557 -0.900106 0.699310 0.0 -0.1 -0.1 0.359
H -2.150830 1.414631 -0.696511 0.1 0.0 0.1 0.303
H -0.815674 1.825007 0.502100 -0.1 -0.1 -0.1 0.213
H -0.482755 0.039626 -2.046832 -0.2 0.1 0.1 0.402


Record 5
17
Properties=species:S:1:pos:R:3:forces:R:3:mulliken_charge:R:1 method="wB97M-V/def2-TZVPD" smiles="CC/C=C/C=C/O" molar_mass_g_mol=98.1 multiplicity=1 total_charge=0
C -0.560345 2.136336 1.410161 -3.3 1.1 1.5 -1.307
C -1.301251 1.871481 0.112091 0.4 -0.6 -2.2 -0.236
C -0.910243 0.470598 -0.542604 -1.3 0.9 -0.5 -0.300
C -0.194445 -0.468874 0.061675 2.3 0.4 0.8 -0.065
C 0.712864 -1.267439 -0.850700 1.0 -5.8 3.7 -0.422
C 1.214089 -2.571680 -0.493265 -0.3 2.2 -3.1 -0.208
O 2.471961 -2.921656 -1.194675 -2.6 4.5 2.0 -0.459
H 0.450992 1.989973 1.570407 2.2 -0.7 -0.8 0.412
H -1.065823 1.428242 2.061644 0.2 0.1 0.8 0.313
H -0.717753 3.165571 1.872157 -0.3 -1.1 -0.9 0.287
H -1.015206 2.611870 -0.646790 0.2 -0.1 -0.1 0.286
H -2.404079 2.051490 0.169590 0.8 -0.5 0.4 0.309
H -1.137875 0.165406 -1.642498 0.3 1.4 1.8 0.260
H 0.121344 -0.379986 1.209688 -0.8 -0.4 -2.7 0.204
H 1.319303 -0.988216 -1.681023 0.1 1.5 -0.4 0.390
H 0.639001 -3.486997 -0.130385 1.0 1.6 0.3 0.243
H 2.377464 -3.806118 -1.285472 0.1 -4.6 -0.7 0.294


Record 6
17
Properties=species:S:1:pos:R:3:forces:R:3:mulliken_charge:R:1 method="wB97M-V/def2-TZVPD" smiles="C[C@H]1C[C@H]1CC=O" molar_mass_g_mol=98.1 multiplicity=1 total_charge=0
C 0.605953 -1.941108 0.030515 -0.1 0.1 0.0 -1.391
C -0.699162 -1.184256 -0.189519 0.0 -0.1 0.0 0.013
C -1.053627 -0.038746 0.742604 0.0 0.1 0.1 -0.931
C -0.639804 0.237571 -0.678489 0.0 0.2 -0.1 -0.006
C 0.561838 1.161779 -0.789789 0.1 0.0 0.0 -0.752
C 0.556927 1.920255 0.538195 0.0 0.4 0.0 0.037
O -0.387001 2.580131 0.905570 0.7 0.2 -0.3 -0.488
H 0.523450 -2.734003 0.781881 -0.1 0.2 -0.1 0.353
H 1.421355 -1.275024 0.343398 -0.2 -0.1 0.0 0.300
H 0.925236 -2.408802 -0.911409 -0.1 0.1 0.2 0.326
H -1.478439 -1.800839 -0.631008 0.0 0.2 0.0 0.421
H -1.904449 0.598207 1.012705 -0.5 -1.5 0.1 0.424
H -0.285714 0.094423 1.501665 0.0 -0.1 -0.2 0.365
H -1.485277 0.489597 -1.318890 0.2 0.1 0.2 0.334
H 0.408695 1.895459 -1.590613 0.1 -0.2 0.1 0.356
H 1.507172 0.635930 -0.966201 -0.1 0.2 0.1 0.272
H 1.422847 1.769427 1.219386 0.0 0.1 -0.2 0.367


Record 7
17
Properties=species:S:1:pos:R:3:forces:R:3:mulliken_charge:R:1 method="wB97M-V/def2-TZVPD" smiles=C[C@H]1O[C@H]2CC[C@H]21 molar_mass_g_mol=98.1 multiplicity=1 total_charge=0
C -1.592399 -0.264320 -1.369298 0.1 0.0 0.1 -1.298
C -0.561153 0.738723 -0.847598 -0.2 0.0 0.0 0.152
O -0.949189 1.120714 0.500074 -0.3 0.1 0.2 -0.487
C 0.366254 0.920623 1.028396 0.1 0.1 0.2 0.070
C 0.608016 -0.487009 1.625746 -0.1 0.0 0.0 -0.758
C 1.172195 -0.938719 0.249385 0.0 -0.2 -0.2 -0.750
C 0.888894 0.456700 -0.344838 0.0 0.0 -0.2 -0.100
H -1.477403 -1.275523 -0.968281 0.1 0.1 0.1 0.296
H -2.544767 0.129036 -0.996094 0.1 -0.1 -0.1 0.282
H -1.692331 -0.332697 -2.459833 0.4 0.1 0.2 0.361
H -0.586321 1.606979 -1.528353 0.1 -0.1 0.4 0.338
H 0.723462 1.781808 1.606139 0.0 -0.1 -0.2 0.392
H -0.310967 -0.971627 1.967551 0.1 0.0 -0.1 0.263
H 1.342259 -0.542519 2.440132 -0.2 0.2 -0.2 0.296
H 2.241383 -1.166737 0.291996 -0.2 0.0 -0.1 0.275
H 0.655529 -1.765904 -0.243058 0.1 0.0 0.1 0.277
H 1.685341 0.990714 -0.868223 -0.1 -0.3 0.0 0.392


Record 8
17
Properties=species:S:1:pos:R:3:forces:R:3:mulliken_charge:R:1 method="wB97M-V/def2-TZVPD" smiles="C=CCCCC=O" molar_mass_g_mol=98.1 multiplicity=1 total_charge=0
O -0.548820 1.012302 -2.513956 3.4 -0.1 3.1 -0.508
C 0.636154 0.854775 -2.071152 -4.5 -1.7 -0.7 -0.030
C 1.196081 0.195430 -0.801041 -0.1 -1.9 0.5 -0.344
C 0.623817 0.552140 0.546058 -0.3 2.2 2.1 -1.003
C -0.878395 0.306145 0.943770 0.8 1.0 1.3 -0.327
C -0.228086 -1.986440 1.833268 -0.5 1.5 1.9 -0.841
C -1.041780 -0.897117 1.899626 0.1 -0.1 -1.3 -0.167
H 1.282237 0.839070 -2.864803 2.7 0.6 -1.9 0.412
H 2.283049 0.302425 -0.560914 -0.6 0.6 -1.4 0.301
H 1.180439 -0.998810 -0.964543 -0.5 2.5 0.0 0.227
H 1.355990 0.200842 1.287279 -0.6 -0.7 0.0 0.492
H 0.799992 1.655947 0.792696 -0.3 -1.0 -1.1 0.380
H -1.391171 0.190604 -0.047524 -0.2 -0.1 1.2 0.269
H -1.272141 1.246415 1.501748 0.5 -1.5 -1.3 0.248
H 0.852257 -1.913437 1.989971 0.0 -0.1 -1.8 0.274
H -0.647471 -2.864606 2.254909 -0.1 -0.8 0.8 0.285
H -1.899364 -0.906462 2.619647 0.1 -0.3 -1.5 0.331


Record 9
17
Properties=species:S:1:pos:R:3:forces:R:3:mulliken_charge:R:1 method="wB97M-V/def2-TZVPD" molar_mass_g_mol=98.1 multiplicity=1 total_charge=0
C 1.885104 0.273989 -0.801176 -0.1 -0.2 0.2 -1.333
C 0.588271 0.442493 -0.044466 0.2 -0.9 0.4 0.828
C -0.093061 -1.156416 0.759714 0.7 0.0 -0.6 -1.124
C -1.167318 -0.993184 -0.332878 -0.1 -0.1 -0.2 -0.362
C -0.863956 0.482952 -0.499742 -0.1 0.0 -0.1 -0.417
C -0.911544 1.248057 0.849721 -0.4 0.0 0.2 -0.257
O 0.477899 1.604107 0.712075 0.2 -0.2 0.3 -0.496
H 2.721749 0.415192 -0.108181 -0.1 -0.1 -0.1 0.352
H 1.932279 -0.736859 -1.208628 0.1 0.0 0.0 0.332
H 2.036883 0.977759 -1.636091 -0.4 -0.1 0.4 0.326
H 0.688984 -1.886936 0.609789 0.0 -0.4 -0.5 0.330
H -0.571665 -1.460568 1.726772 0.9 1.1 -0.3 0.323
H -2.211342 -1.205863 -0.077616 0.2 -0.2 0.1 0.325
H -0.899983 -1.575194 -1.217945 -0.2 0.2 -0.1 0.264
H -1.181063 1.062501 -1.373109 0.2 -0.1 0.1 0.398
H -0.859744 0.416620 1.582436 -1.0 1.2 0.3 0.124
H -1.571488 2.091352 1.059327 0.1 -0.2 -0.1 0.387


Record 10
17
Properties=species:S:1:pos:R:3:forces:R:3:mulliken_charge:R:1 method="wB97M-V/def2-TZVPD" molar_mass_g_mol=98.1 multiplicity=1 total_charge=0
C -1.455807 1.045765 0.636542 0.0 0.0 0.0 -1.446
C -0.312020 0.220707 0.063538 -0.2 0.0 0.1 0.756
C 0.905796 0.649763 -0.828832 0.0 0.1 -0.1 -0.630
C 1.454107 -0.685065 -0.276515 0.4 0.1 0.0 -0.105
C 0.752714 -0.329668 1.038203 0.0 -0.1 0.2 -0.773
O 0.597970 -1.666597 -0.870292 0.0 -0.1 -0.1 -0.456
C -0.687242 -1.057390 -0.695927 -0.3 0.0 0.0 -0.767
H -1.604933 2.019555 0.165844 0.1 -0.1 -0.1 0.309
H -1.269371 1.216454 1.701745 -0.1 0.1 -0.2 0.329
H -2.401731 0.494992 0.571132 0.1 0.1 -0.1 0.341
H 0.764907 0.698507 -1.914411 -0.1 0.0 0.2 0.279
H 1.448228 1.526561 -0.465443 -0.1 -0.1 0.0 0.319
H 2.492169 -1.009698 -0.347381 -0.1 0.1 0.0 0.463
H 1.243873 0.493146 1.567950 -0.1 -0.2 -0.1 0.350
H 0.454917 -1.123164 1.730004 0.1 0.0 -0.1 0.311
H -1.141717 -0.847004 -1.674517 0.0 0.0 0.2 0.324
H -1.355195 -1.715537 -0.126031 0.1 0.1 0.0 0.396


E_LUMO, record by record: 0.03404 0.02875 0.03870 0.03180 0.02926 0.03888 0.04164 0.01667 0.04136 0.03417 hartree
Orbital gap, record by record: 10.5915 9.0860 9.6563 9.2177 8.9753 10.6280 10.4716 9.4156 10.1135 10.2933 eV
ΔE to the lowest compared entry with this formula, charge and spin, record by record: 2.352 5.419 3.459 4.856 3.519 1.699 1.491 3.289 3.182 1.072 eV